[1]
This record from the Open Molecules 2025 dataset describes a structure of composition C36H72Hg2N4O4 in a non-equilibrium geometry. The level of theory is ωB97M-V with the def2-TZVPD basis set.

Structure (XYZ):
```
118
Properties=species:S:1:pos:R:3:forces:R:3:lowdin_charge:R:1
H 6.932 0.956 -19.436 0.0 0.1 -1.3 0.0709
H 12.558 -1.480 -23.519 -0.5 -0.1 0.0 0.0793
H 12.156 2.685 -17.886 -0.2 -0.1 -0.4 0.0244
H 15.883 2.183 -23.958 -0.1 0.5 0.2 0.0911
H 6.396 0.524 -22.055 0.2 -0.4 -0.3 0.0738
C 8.502 0.946 -22.605 1.4 -1.6 -1.1 -0.5031
H 10.366 7.383 -20.319 -0.2 -0.1 -0.3 0.1059
H 13.314 3.188 -22.702 -0.3 -0.3 0.5 0.0391
C 14.180 0.479 -14.517 -2.3 0.1 -1.4 -0.1098
C 8.577 -0.505 -23.210 -0.3 -0.8 0.7 -0.1374
C 10.899 5.784 -18.961 1.3 -0.1 -2.3 -0.1016
H 15.348 -2.149 -20.222 0.0 0.9 -0.1 0.0565
C 14.815 -2.022 -15.007 -0.6 0.7 1.4 -0.1534
H 12.955 5.701 -16.989 -0.8 0.2 -0.1 0.0761
C 14.144 -1.666 -22.124 2.3 -1.7 1.5 -0.4928
H 6.959 -0.858 -19.608 0.1 0.2 -0.2 0.0711
H 10.057 0.834 -18.377 0.0 0.2 -0.1 0.0560
H 12.995 -1.345 -14.177 -0.3 0.6 0.1 0.0887
C 12.619 4.027 -22.670 0.0 0.2 1.4 -0.0394
C 10.185 0.080 -19.154 -1.8 0.4 0.2 -0.0902
C 14.279 2.141 -16.375 -0.6 0.0 0.0 -0.0462
O 13.443 0.447 -21.276 1.0 0.5 -0.5 -0.3866
C 15.881 -2.668 -17.121 0.2 0.0 0.0 -0.0312
H 8.945 -2.188 -20.208 0.3 0.2 0.4 0.1163
C 14.355 -2.268 -20.655 -0.8 0.0 -0.7 -0.0389
H 13.448 0.162 -25.248 -0.4 -0.3 0.6 0.0785
H 16.773 -2.515 -16.514 0.0 0.3 -0.1 0.0736
H 11.810 6.718 -22.133 0.6 -0.3 -0.4 0.1162
O 14.915 0.002 -18.177 -2.1 -1.6 2.4 -0.2814
H 15.603 -0.276 -25.353 -0.2 1.1 -0.1 0.1017
C 12.803 -2.110 -22.664 -0.6 0.8 0.5 -0.0232
H 15.297 2.238 -22.244 -0.5 0.6 -0.4 0.0069
H 14.029 4.721 -17.787 0.0 -0.5 -0.6 0.0580
H 6.879 2.149 -22.008 -0.1 0.4 0.0 0.0752
H 16.202 -2.661 -18.163 -0.5 0.9 -0.1 0.0602
H 11.831 1.451 -16.005 0.1 0.2 0.5 0.0601
C 12.736 4.887 -21.317 -0.6 1.5 -0.3 -0.4330
C 11.592 5.951 -21.390 -0.6 0.3 -0.6 -0.1635
C 11.997 4.672 -18.809 1.7 0.6 2.8 -0.4219
C 15.798 -0.438 -24.292 -1.2 -1.8 -1.7 -0.1315
H 16.700 1.321 -22.715 0.0 -0.5 0.1 0.0610
C 12.289 0.517 -16.331 1.1 1.7 0.2 -0.0162
C 9.211 -1.376 -20.885 -1.1 1.1 -0.8 -0.1415
O 9.144 2.425 -20.721 1.0 -1.2 -0.5 -0.3296
H 14.539 5.506 -22.288 0.2 0.2 0.0 0.0749
N 14.655 -0.342 -16.806 2.1 0.6 -4.1 -0.0553
H 8.420 -2.591 -22.435 0.4 0.0 -0.6 0.1096
C 15.704 1.619 -23.043 -0.3 -0.1 -0.7 -0.1061
H 12.065 0.630 -17.392 0.1 -1.1 -0.1 0.0481
H 10.674 5.533 -21.802 -0.2 -0.5 0.3 0.1118
H 12.095 -2.004 -21.843 -0.4 0.3 -0.4 0.0566
C 13.184 5.375 -18.004 0.2 -0.7 -0.2 -0.0359
H 11.752 -0.227 -15.745 0.4 -0.5 -0.6 0.0753
H 7.842 0.138 -18.420 -0.1 -0.8 0.4 0.0574
H 13.605 6.219 -18.549 -0.2 0.1 -0.1 0.0662
C 11.249 6.766 -20.157 -0.5 -1.2 1.3 -0.1729
H 13.436 2.745 -16.039 -0.2 0.0 -0.2 0.0681
H 16.169 -2.476 -22.316 0.1 0.0 -0.1 0.1211
C 14.684 -1.849 -16.547 -0.4 -0.4 0.8 -0.3931
H 14.832 -3.424 -23.081 0.4 -0.4 0.9 0.1105
H 9.981 5.257 -19.225 -0.3 0.3 0.1 0.1088
H 11.202 0.121 -19.542 0.3 0.0 -0.7 0.0357
N 9.233 1.056 -21.325 0.0 -0.6 2.3 -0.2050
H 16.864 -0.212 -24.289 0.0 -0.2 1.1 0.1127
C 14.031 5.707 -21.345 1.5 -0.4 0.3 -0.0425
H 10.226 -0.866 -18.614 -0.3 -0.2 0.0 0.0878
H 8.885 1.882 -24.479 -0.2 -0.6 -0.6 0.0762
H 9.414 -0.851 -23.815 0.8 0.8 0.3 0.1084
Hg 11.460 2.084 -20.563 -0.5 0.6 -0.7 1.2783
N 14.458 -0.222 -22.115 -0.5 -1.1 -0.2 -0.1842
O 13.608 3.080 -19.928 0.2 -0.1 0.7 -0.4005
H 16.251 -2.557 -24.706 0.0 0.2 -0.5 0.1143
H 11.571 3.746 -22.775 -0.1 -0.6 0.1 0.0458
C 8.345 -1.549 -22.123 -1.2 -0.2 0.2 -0.2073
H 14.323 -1.166 -13.066 0.1 0.0 0.0 0.1054
H 9.286 2.831 -23.279 1.4 0.1 0.8 0.0763
N 12.574 4.053 -20.058 -2.4 0.4 -2.2 -0.2564
C 14.028 -1.006 -14.103 0.8 0.1 -1.0 -0.1608
C 7.541 0.052 -19.464 2.1 0.8 0.7 -0.0070
H 15.817 -2.046 -14.577 0.4 0.0 -0.8 0.1085
H 12.843 -2.292 -17.826 0.3 0.2 -0.2 0.0586
C 13.682 0.874 -24.456 0.9 0.5 1.8 -0.0199
H 12.755 -3.161 -22.951 0.4 0.0 -0.1 0.0917
H 14.510 -2.195 -24.801 0.1 0.4 -0.5 0.1098
H 7.752 -0.541 -23.921 -0.1 -0.1 0.0 0.1094
H 12.827 4.521 -23.619 0.1 0.9 0.4 0.0888
C 15.248 -2.434 -22.897 -0.7 -0.1 -0.1 -0.1812
C 6.997 1.247 -22.607 0.3 1.7 1.3 -0.0309
C 11.426 3.494 -17.891 1.0 1.2 -0.9 -0.0603
H 13.210 -3.667 -16.838 0.9 0.0 0.2 0.0817
H 14.102 1.740 -24.969 -0.1 0.1 -0.1 0.0731
C 8.983 0.059 -20.212 0.5 -1.6 -1.0 -0.3924
H 13.982 6.788 -21.211 -0.8 0.1 -0.3 0.0766
H 14.441 2.377 -17.427 0.2 -0.1 0.1 0.0470
H 14.966 1.157 -14.184 0.9 -1.1 -0.1 0.1018
C 15.445 -1.948 -24.297 1.0 0.6 1.1 -0.1833
C 13.876 0.687 -16.093 -0.5 -1.2 2.1 -0.4185
H 12.011 7.512 -19.932 0.4 -0.3 0.3 0.0987
H 10.787 6.401 -18.070 0.0 -0.6 0.3 0.1149
H 12.886 1.247 -23.812 -0.7 -0.3 -0.5 0.0489
H 13.571 -1.991 -19.950 0.2 0.5 0.0 0.0539
C 14.805 0.409 -23.433 1.4 0.7 -0.6 -0.4457
H 10.441 3.205 -18.257 -0.1 -0.2 0.1 0.0595
C 13.294 -2.581 -16.877 -0.2 1.6 -0.1 -0.0200
C 9.405 1.776 -23.526 -2.7 0.8 -1.4 -0.0569
H 14.345 -2.965 -14.728 0.3 -0.4 -0.2 0.1096
Hg 15.480 1.221 -20.247 -1.1 -0.6 1.3 1.0933
H 11.382 3.786 -16.842 -0.3 0.4 -0.1 0.0852
H 14.301 -3.356 -20.696 -0.3 -0.3 -0.5 0.0808
H 13.334 1.018 -14.091 -0.4 -0.1 0.3 0.1030
H 10.219 -1.509 -21.275 0.3 0.3 0.7 0.0889
H 6.571 1.462 -23.587 0.2 -0.3 -0.1 0.0863
H 15.659 -3.727 -16.994 -0.4 0.0 0.4 0.0804
H 14.743 5.459 -20.558 0.0 -0.7 0.0 0.0714
H 7.285 -1.494 -21.876 -0.2 0.1 0.5 0.0925
H 15.052 2.522 -15.707 0.6 -0.4 -0.5 0.0813
H 12.601 -2.214 -16.119 -0.2 -0.1 0.0 0.0479
H 10.327 1.263 -23.797 0.3 0.6 0.8 0.0752
```
Forces are in eV/Å.

The calculation puts the orbital gap at 4.47 eV. As for the spin multiplicity: 1. The calculation puts the energy at -60983.5520 eV. The HOMO energy comes out at -6.66 eV. As for the LUMO energy: -2.195 eV.



[2]
This record from the Open Molecules 2025 dataset describes the molecule C4H4N2O2 in a non-equilibrium geometry. The level of theory is ωB97M-V with the def2-TZVPD basis set.

Structure (XYZ):
```
12
Properties=species:S:1:pos:R:3:forces:R:3:lowdin_charge:R:1
H -0.986 0.604 1.840 1.6 -1.6 1.0 0.1545
C 1.454 0.460 -0.503 3.4 0.7 1.5 -0.3491
C -0.278 -0.759 0.558 -0.1 0.0 1.3 -0.2955
O 2.640 0.756 -0.624 -3.6 -1.1 0.0 0.1280
C -1.137 -0.598 -0.532 -4.0 1.1 -4.2 -0.1014
H -0.045 1.426 0.240 -1.0 -0.2 0.3 0.1618
H 0.275 -1.670 0.457 0.8 -0.3 0.4 0.1629
C 0.430 0.521 0.615 2.2 0.7 -1.3 -0.2006
O 0.670 0.167 -1.624 3.8 0.6 -0.9 -0.0159
N -0.122 -0.061 1.847 -1.7 1.7 -0.6 0.1449
N -0.599 -0.164 -1.666 -3.8 -1.3 2.3 0.0541
H -2.301 -0.683 -0.608 2.3 -0.3 0.1 0.1563
```
Forces are in eV/Å.

As for the structure (SMILES): O=C1ON=C[C@@H]2N[C@@H]12. The calculation puts the orbital gap at 10.15 eV. As for the spin multiplicity: 1. The calculation puts the energy at -11281.9950 eV. The HOMO energy comes out at -9.81 eV. As for the LUMO energy: 0.332 eV.



[3]
This record from the Open Molecules 2025 dataset describes the molecule CH2O3S2. The level of theory is ωB97M-V with the def2-TZVPD basis set.

Structure (XYZ):
```
8
Properties=species:S:1:pos:R:3:forces:R:3:lowdin_charge:R:1
S 0.328 -1.617 0.638 -0.2 -0.3 0.2 0.8678
S 1.072 1.016 -0.686 0.5 0.7 -0.1 0.7284
C -0.212 0.002 0.498 0.0 -0.8 -0.4 -0.7561
H -0.812 -2.265 0.273 0.1 0.1 0.1 -0.1001
O -1.440 0.264 0.186 -0.7 0.4 0.0 -0.0194
O 0.706 2.407 -0.649 -0.1 0.1 0.0 -0.4062
O 2.386 0.672 -0.201 0.1 -0.2 0.0 -0.4381
H -2.028 -0.479 -0.059 0.4 0.0 0.3 0.1237
```
Forces are in eV/Å.

As for the structure (SMILES): O=S(=O)=C(O)S. The calculation puts the orbital gap (alpha / beta) at 7.72 / 7.72 eV. As for the spin multiplicity: 1. The calculation puts the energy at -28879.3685 eV. The HOMO energy (alpha / beta) comes out at -9.15 / -9.15 eV. As for the LUMO energy (alpha / beta): -1.428 / -1.429 eV.



[4]
This record from the Open Molecules 2025 dataset describes a structure of composition C28H41AsN6SSr. The level of theory is ωB97M-V with the def2-TZVPD basis set.

Structure (XYZ):
```
78
Properties=species:S:1:pos:R:3:forces:R:3:lowdin_charge:R:1
C 2.094 4.268 -1.588 0.0 0.0 0.0 -0.3378
H -2.858 -1.666 1.787 0.0 0.0 0.0 0.1142
N -2.614 0.189 -0.163 0.3 -0.1 -0.1 -0.1115
H 3.986 1.571 -1.577 0.0 0.0 0.0 0.0211
H 0.725 4.408 5.555 0.0 0.0 0.0 0.1207
C 1.547 -1.999 1.480 0.0 0.0 0.1 -0.2528
H 1.101 6.372 3.263 0.0 0.0 0.0 0.1192
C 0.336 -1.782 2.354 -0.1 -0.2 0.1 -0.2427
C -2.933 -0.783 -3.648 0.1 -0.1 -0.1 -0.0431
C 2.102 -2.967 -1.464 0.0 0.0 0.0 -0.1744
H 1.844 3.525 -4.518 0.0 0.0 0.0 0.0263
S 1.498 2.204 1.840 0.2 0.0 0.0 0.6119
C 1.138 2.858 -4.023 0.1 0.0 0.0 -0.3243
H 0.156 3.328 -3.988 0.0 0.0 0.0 0.0213
C 2.837 -3.651 2.961 0.0 0.0 0.0 -0.1122
C -3.130 -0.529 -1.127 -0.1 -0.1 0.0 -0.2507
C -5.269 -1.622 -3.277 0.0 0.0 0.0 -0.1378
H 2.503 4.224 -0.579 0.0 0.0 0.0 -0.0002
H 3.847 -4.044 3.039 0.0 0.0 0.0 0.0981
C 3.531 1.849 -2.527 0.0 0.0 0.0 -0.3263
As 1.700 2.449 -2.194 0.0 0.0 0.0 1.0082
H 3.535 -2.642 1.290 0.0 0.0 0.0 0.0880
H -6.154 -1.956 -3.803 0.0 0.0 0.0 0.0858
C 0.647 -3.161 -1.916 0.0 -0.1 0.0 -0.2004
H -0.741 -3.005 -3.531 0.0 0.0 0.0 0.1104
H -1.154 -2.763 3.487 0.0 0.0 0.0 0.0876
H 0.502 -4.238 -2.035 0.0 0.0 0.0 0.1070
C -4.329 -1.290 -0.976 -0.1 0.0 0.1 -0.0413
C 0.197 -2.523 -3.236 0.0 0.0 0.0 -0.1770
N 1.963 3.739 3.978 0.0 0.0 -0.1 0.0146
C -5.249 -1.749 -1.894 0.0 0.0 0.0 -0.1094
C -0.097 -2.809 3.254 -0.1 0.0 0.0 -0.0391
C -4.211 -1.140 -4.031 0.0 0.0 0.0 -0.1133
H -1.485 0.713 3.115 0.0 0.0 0.0 0.1019
H -6.105 -2.253 -1.454 0.0 0.0 0.0 0.0998
H -0.035 -4.396 4.588 0.0 0.0 0.0 0.0991
H 1.054 1.933 -4.593 0.0 0.0 0.0 0.0147
C -0.062 -1.011 -3.236 -0.1 0.0 0.0 -0.2621
H 0.925 -2.757 -4.021 0.0 0.0 0.0 0.1101
C -1.531 -0.365 2.903 0.0 -0.1 0.0 -0.2548
N -0.356 -0.700 2.126 0.0 0.0 -0.3 -0.1054
H 0.881 -0.482 -3.046 0.0 0.0 0.0 0.0671
C 0.581 -3.808 3.912 0.0 0.0 0.0 -0.1112
H 2.377 -0.823 -1.463 0.0 0.0 0.0 0.0697
H -3.648 -0.632 2.970 0.0 0.0 0.0 0.1099
N -1.004 -0.637 -2.201 0.0 0.1 0.3 -0.1133
H -4.390 0.286 0.977 0.0 0.0 0.0 0.1022
H -0.375 -0.708 -4.242 0.1 0.0 0.0 0.0943
H 2.342 -3.780 -0.774 0.0 0.0 0.0 0.1042
H -0.122 4.606 1.837 0.0 0.0 0.0 0.1335
C 1.366 4.809 4.765 0.0 0.0 0.1 -0.1399
H -0.404 5.914 4.090 0.0 0.0 0.0 0.1170
C 0.540 5.540 3.697 0.0 0.1 0.0 -0.1408
C -2.872 -0.652 2.198 0.0 0.0 0.0 -0.1693
H 1.171 4.848 -1.570 0.0 0.0 0.0 0.0184
C 2.656 -2.768 1.911 0.0 0.0 -0.1 -0.0427
H 3.520 0.972 -3.174 0.0 0.0 0.0 0.0205
H 4.122 2.634 -2.999 0.0 0.0 0.0 0.0251
H -4.382 -1.095 -5.103 0.0 0.0 0.0 0.0981
C 1.926 -4.162 3.867 0.0 0.0 0.0 -0.1384
H 2.775 -3.082 -2.322 0.0 0.0 0.0 0.1106
N 1.513 -1.365 0.331 -0.3 0.1 0.0 -0.1333
H -3.099 1.357 1.476 0.0 0.0 0.0 0.1048
H -4.588 -1.500 0.054 0.0 0.0 0.0 0.0870
C -2.302 -0.685 -2.379 -0.2 0.0 0.0 -0.2550
C 2.437 -1.651 -0.744 0.0 -0.1 0.0 -0.2580
H 2.807 4.749 -2.257 0.0 0.0 0.0 0.0243
H 3.487 -1.678 -0.422 0.0 0.0 0.0 0.1022
H 2.519 2.998 4.369 0.0 0.0 0.0 0.1362
H -1.532 -0.865 3.877 0.0 0.1 0.0 0.0996
H 2.124 5.449 5.212 0.0 0.0 0.0 0.1168
C 1.255 3.496 2.854 -0.1 0.1 -0.1 -0.8830
Sr -0.131 0.416 -0.112 0.3 0.4 -0.1 1.1664
N 0.333 4.476 2.723 0.0 -0.1 0.0 0.0191
H 2.268 -4.926 4.553 0.0 0.0 0.0 0.0854
H -0.029 -2.860 -1.112 0.0 0.0 0.0 0.0999
H -2.274 -0.568 -4.481 0.0 0.0 0.0 0.0864
C -3.303 0.344 1.104 -0.1 0.0 0.0 -0.2575
```
Forces are in eV/Å.

The calculation puts the orbital gap at 6.02 eV. As for the spin multiplicity: 1. The calculation puts the energy at -111151.7303 eV. The HOMO energy comes out at -6.08 eV. As for the LUMO energy: -0.059 eV.



[5]
This record from the Open Molecules 2025 dataset describes a structure of composition C8H4AlN2O5 in a non-equilibrium geometry. The level of theory is ωB97M-V with the def2-TZVPD basis set.

Structure (XYZ):
```
20
Properties=species:S:1:pos:R:3:forces:R:3:lowdin_charge:R:1
C -0.047 -0.706 2.816 0.2 2.7 -0.1 0.0603
C 1.531 1.197 -1.273 6.7 5.2 -0.1 0.1418
O 1.913 -2.453 -1.271 -3.5 4.5 0.0 0.3768
Al -0.003 -0.006 -1.216 0.0 0.0 2.7 -0.3080
C 1.200 -1.543 -1.275 5.3 -6.7 0.0 0.1429
C -1.539 -1.210 -1.275 -6.7 -5.2 0.0 0.1463
H -0.142 -2.115 1.156 0.0 -0.3 -0.1 0.1337
C -0.003 -0.007 -3.228 0.0 0.0 -8.4 0.1449
O -0.003 -0.007 -4.388 0.0 0.0 6.2 0.3741
N 0.050 0.717 2.783 0.0 -1.3 -1.2 0.1878
O 2.442 1.909 -1.270 -4.5 -3.5 0.0 0.3745
C -0.072 -1.125 1.553 0.0 1.2 -0.4 -0.0307
O -2.449 -1.923 -1.271 4.5 3.6 0.0 0.3767
H 0.152 2.101 1.168 0.1 1.2 -0.4 0.1538
H 0.092 1.318 3.606 0.0 0.0 -0.2 0.2025
C -1.205 1.529 -1.273 -5.3 6.7 -0.1 0.1397
O -1.919 2.438 -1.271 3.5 -4.5 0.0 0.3750
C 0.084 1.098 1.468 -0.1 0.1 5.0 -0.0950
H -0.083 -1.253 3.700 -0.1 -0.7 1.5 0.1416
N 0.005 0.039 0.761 -0.2 -2.8 -4.4 -0.0387
```
Forces are in eV/Å.

The calculation puts the orbital gap at 6.56 eV. As for the spin multiplicity: 1. The calculation puts the energy at -28142.1591 eV. As for the charge: +3. The HOMO energy comes out at -21.34 eV. As for the LUMO energy: -14.783 eV.